w) C3H9N2O | the ωB97M-V functional and the def2-TZVPD basis

## Properties
- Total charge: -1
- HOMO-LUMO gap: 7.5 eV
- E_HOMO: -3.0 eV

Geometry as XYZ:
```
15
C3H9N2O the ωB97M-V functional and the def2-TZVPD basis
N -0.56338 -1.66755 0.51648
C -0.20455 -1.89955 -0.75788
N 0.26961 -0.94485 -1.59038
H -0.82353 -2.54710 1.00263
H 0.96529 0.47226 -0.96795
H -0.25079 -2.93198 -1.14960
H 0.45986 -1.34231 -2.50077
C 0.76060 1.29767 0.75690
O 1.32174 1.31203 -0.56463
C -0.75548 1.41965 0.71299
H 1.23356 2.16616 1.26669
H 1.07743 0.36735 1.23232
H -1.27355 1.15725 1.64051
H -1.11899 0.72371 -0.02488
H -1.09781 2.41724 0.42755
```

Charges computed using natural (NBO), reported in e:
1 N -0.911
2 C 0.256
3 N -0.946
4 H 0.302
5 H 0.504
6 H 0.077
7 H 0.316
8 C -0.066
9 O -0.811
10 C -0.639
11 H 0.133
12 H 0.177
13 H 0.191
14 H 0.249
15 H 0.169

---

x) C3H9N2O | the ωB97M-V functional and the def2-TZVPD basis

## Properties
- Total charge: -1
- HOMO-LUMO gap: 7.0 eV
- E_HOMO: -2.9 eV

Geometry as XYZ:
```
15
C3H9N2O the ωB97M-V functional and the def2-TZVPD basis
C 0.58320 0.00394 -0.21189
O -0.42063 0.08142 0.69811
C 1.68626 1.02360 0.09220
N 2.56648 1.15534 -1.09852
H 1.11094 -0.98848 -0.21100
H 0.23090 0.20614 -1.26172
H 1.24256 2.00134 0.29451
H 2.29793 0.63934 0.91628
H 3.39683 1.70669 -0.91200
H 2.91864 0.25554 -1.40483
C -2.18988 -0.85150 -0.10131
N -2.87119 -1.48185 0.81343
H -2.50498 0.13095 -0.44790
H -1.39840 -1.33256 -0.69195
H -2.15827 -1.83659 1.45850
```

Charges computed using natural (NBO), reported in e:
1 C -0.045
2 O -0.863
3 C -0.224
4 N -0.861
5 H 0.081
6 H 0.104
7 H 0.180
8 H 0.146
9 H 0.332
10 H 0.337
11 C 0.109
12 N -0.886
13 H 0.140
14 H 0.111
15 H 0.339

---

Which is the most stable structure? w) is the most stable.

---

w) C3H11N2 | the ωB97M-V functional and the def2-TZVPD basis

## Properties
- Total charge: +1
- HOMO-LUMO gap: 10.5 eV
- E_HOMO: -14.4 eV

Geometry as XYZ:
```
16
C3H11N2 the ωB97M-V functional and the def2-TZVPD basis
C -3.60720 -0.27903 -0.07403
C -2.45206 -0.58762 0.93952
H -3.83162 -1.17033 -0.65079
H -4.48618 -0.12912 0.56365
H -3.49453 0.55194 -0.72319
H -2.84646 -1.22756 1.67957
H -2.36791 0.39004 1.55521
H -1.40137 -0.97300 0.55589
N 2.15677 -0.70138 -0.94628
C 1.82348 0.33933 -0.27642
N 2.53777 1.31764 0.23841
H 3.13464 -0.89566 -0.90757
H 1.52112 -1.30877 -1.58859
H 0.77898 0.38427 -0.10564
H 2.01150 1.92159 0.81381
H 3.53470 1.30665 0.22839
```

Charges computed using natural (NBO), reported in e:
1 C -0.609
2 C -0.606
3 H 0.207
4 H 0.218
5 H 0.205
6 H 0.220
7 H 0.202
8 H 0.165
9 N -0.701
10 C 0.404
11 N -0.689
12 H 0.416
13 H 0.480
14 H 0.220
15 H 0.440
16 H 0.429

---

x) C3H11N2 | the ωB97M-V functional and the def2-TZVPD basis

## Properties
- Total charge: +1
- HOMO-LUMO gap: 10.0 eV
- E_HOMO: -13.4 eV

Geometry as XYZ:
```
16
C3H11N2 the ωB97M-V functional and the def2-TZVPD basis
C -0.15632 1.72250 1.32192
N -1.05594 0.69377 0.65963
H -0.68960 2.47330 1.88544
H 0.41397 2.12056 0.48407
H 0.55483 1.15733 1.91549
H -0.50074 -0.13184 0.33593
H -1.60954 0.25776 1.40103
H -1.64640 1.11646 -0.04526
C 1.48600 -1.31128 -0.33030
C 0.31991 -1.60630 -0.92549
N -0.42715 -0.64066 -1.65511
H 2.12845 -0.46131 -0.52804
H 1.86039 -1.99704 0.41934
H -0.17871 -2.48749 -0.54702
H 0.15018 0.17237 -1.84638
H -0.64933 -1.07812 -2.54526
```

Charges computed using natural (NBO), reported in e:
1 C -0.416
2 N -0.693
3 H 0.248
4 H 0.226
5 H 0.236
6 H 0.478
7 H 0.434
8 H 0.448
9 C -0.476
10 C -0.048
11 N -0.861
12 H 0.208
13 H 0.227
14 H 0.219
15 H 0.368
16 H 0.403

---

Which is the most stable structure? w) is the most stable.

---

w) C3H11N2 | the ωB97M-V functional and the def2-TZVPD basis

## Properties
- Total charge: +1
- SMILES: C[N+](C)(C)N
- HOMO-LUMO gap: 12.7 eV
- E_HOMO: -15.7 eV

Geometry as XYZ:
```
16
C3H11N2 the ωB97M-V functional and the def2-TZVPD basis
C -0.14124 -0.11274 -1.32969
C 0.67015 -1.19913 0.61648
C 0.62806 1.21372 0.48594
N -1.43211 0.17626 0.61880
N -0.13436 -0.03077 0.11015
H -1.05063 -0.63554 -1.60933
H -0.09335 0.93418 -1.75010
H 0.76572 -0.67192 -1.71542
H 1.73311 -0.87755 0.66446
H 0.23345 -1.46368 1.58844
H 0.57729 -2.09710 0.03599
H 0.64946 1.39529 1.61091
H 1.60956 1.25916 -0.11532
H -0.01936 2.02019 0.16323
H -1.95636 0.74581 -0.04904
H -2.03937 -0.65617 0.67451
```

Charges computed using natural (NBO), reported in e:
1 C -0.438
2 C -0.415
3 C -0.423
4 N -0.635
5 N -0.075
6 H 0.239
7 H 0.241
8 H 0.249
9 H 0.251
10 H 0.247
11 H 0.241
12 H 0.271
13 H 0.245
14 H 0.227
15 H 0.381
16 H 0.395

---

x) C3H11N2 | the ωB97M-V functional and the def2-TZVPD basis

## Properties
- Total charge: +1
- HOMO-LUMO gap: 11.0 eV
- E_HOMO: -14.4 eV

Geometry as XYZ:
```
16
C3H11N2 the ωB97M-V functional and the def2-TZVPD basis
C -2.01529 1.92991 -0.19097
N -1.86172 0.75982 0.45335
H -3.04951 2.25795 -0.49854
H -1.19117 2.57055 -0.53065
H -0.46354 -0.43499 -0.08316
H -2.64575 0.53201 1.01509
C 1.36075 0.40479 -0.68808
N 0.46838 -0.83971 -0.31168
C 1.01392 -1.75708 0.90590
H 0.64947 1.27457 -0.80688
H 2.08401 0.40526 0.06178
H 1.80241 0.19424 -1.69005
H 0.30795 -1.36757 -1.12692
H 1.00708 -1.24448 1.84016
H 2.02473 -1.94788 0.66611
H 0.50828 -2.73739 0.98455
```

Charges computed using natural (NBO), reported in e:
1 C 0.016
2 N -0.713
3 H 0.191
4 H 0.181
5 H 0.470
6 H 0.376
7 C -0.395
8 N -0.544
9 C -0.399
10 H 0.233
11 H 0.227
12 H 0.234
13 H 0.417
14 H 0.238
15 H 0.221
16 H 0.247

---

Which is the most stable structure? x) is the most stable.

---

w) C3H11N2 | the ωB97M-V functional and the def2-TZVPD basis

## Properties
- Total charge: +1
- SMILES: C[NH2+]CCN
- HOMO-LUMO gap: 11.0 eV
- E_HOMO: -14.3 eV

Geometry as XYZ:
```
16
C3H11N2 the ωB97M-V functional and the def2-TZVPD basis
C -0.06560 -1.29614 -0.60945
N 1.33122 -0.93906 -0.49806
C -0.76760 0.14319 -0.90510
N -0.14990 1.14380 0.07830
C -0.21478 0.84500 1.47740
H -0.33089 -1.84277 -1.47064
H -0.51765 -1.72516 0.41022
H 1.66085 -0.55136 -1.37367
H 1.89986 -1.67574 -0.17144
H -0.67485 0.40692 -1.87931
H -1.95063 -0.04698 -0.74842
H -0.46694 2.06005 -0.07296
H 0.95148 1.19262 -0.22038
H -0.48930 -0.16823 1.92380
H 0.72033 0.88500 2.04363
H -0.93558 1.56887 2.01607
```

Charges computed using natural (NBO), reported in e:
1 C -0.214
2 N -0.879
3 C -0.233
4 N -0.528
5 C -0.491
6 H 0.209
7 H 0.217
8 H 0.371
9 H 0.399
10 H 0.220
11 H 0.247
12 H 0.436
13 H 0.473
14 H 0.265
15 H 0.260
16 H 0.248

---

x) C3H11N2 | the ωB97M-V functional and the def2-TZVPD basis

## Properties
- Total charge: +1
- HOMO-LUMO gap: 11.2 eV
- E_HOMO: -14.8 eV

Geometry as XYZ:
```
16
C3H11N2 the ωB97M-V functional and the def2-TZVPD basis
C 0.36844 -1.85371 -0.15591
N -0.29521 -1.10749 -1.25818
H -0.08106 -2.84496 -0.03882
H 0.15651 -1.43883 0.83768
H 1.43261 -1.92763 -0.27252
H -1.26226 -1.42369 -1.24599
H -0.42204 0.03716 -0.91941
H 0.19451 -1.23893 -2.14203
C -0.75307 1.16891 1.34188
C 0.97947 1.73176 -0.24541
N -0.11751 1.13142 -0.01876
H -0.80271 2.22120 1.67898
H -1.76944 0.79720 1.15333
H -0.42169 0.58963 2.22289
H 1.44920 1.48460 -1.19976
H 1.34425 2.67337 0.26204
```

Charges computed using natural (NBO), reported in e:
1 C -0.439
2 N -0.749
3 H 0.233
4 H 0.222
5 H 0.234
6 H 0.424
7 H 0.450
8 H 0.432
9 C -0.472
10 C 0.040
11 N -0.456
12 H 0.229
13 H 0.215
14 H 0.244
15 H 0.183
16 H 0.211

---

y) C3H11N2 | the ωB97M-V functional and the def2-TZVPD basis

## Properties
- Total charge: +1
- HOMO-LUMO gap: 10.5 eV
- E_HOMO: -15.0 eV

Geometry as XYZ:
```
16
C3H11N2 the ωB97M-V functional and the def2-TZVPD basis
C -0.40339 -2.10559 -0.35903
N -1.16163 -0.87399 -0.87289
H 0.19291 -1.74891 0.47477
H 0.29011 -2.16766 -1.19074
H -1.02645 -2.92478 -0.03477
H -1.99377 -0.74818 -0.29603
H -0.30501 0.38609 -0.57848
H -1.55290 -1.13368 -1.77460
C 0.29880 1.15778 1.48012
C 1.25820 1.60535 -0.69126
N 0.44607 0.96661 0.07288
H 1.15763 0.76747 2.03753
H 0.39478 2.23481 1.68250
H -0.54585 0.60421 1.87313
H 1.12453 1.68796 -1.76272
H 1.82600 2.29251 -0.06042
```

Charges computed using natural (NBO), reported in e:
1 C -0.415
2 N -0.836
3 H 0.187
4 H 0.218
5 H 0.229
6 H 0.380
7 H 0.459
8 H 0.395
9 C -0.461
10 C 0.083
11 N -0.415
12 H 0.249
13 H 0.244
14 H 0.246
15 H 0.237
16 H 0.201

---

Which is the most stable structure? x) is the most stable.

---

w) C3H11N2 | the ωB97M-V functional and the def2-TZVPD basis

## Properties
- Total charge: +1
- HOMO-LUMO gap: 8.6 eV
- E_HOMO: -12.2 eV

Geometry as XYZ:
```
16
C3H11N2 the ωB97M-V functional and the def2-TZVPD basis
C 1.89666 0.18453 -1.35039
N 0.85960 1.19740 -0.98014
H 2.34851 -0.35541 -0.51898
H 2.71197 0.57223 -1.95941
H 1.31065 -0.54751 -1.91855
H -0.10691 0.89742 -0.82174
H 1.06206 1.63275 -0.07638
H 0.86316 1.89076 -1.72552
C -2.54148 -0.76473 1.26505
C -1.30659 -0.27661 1.35147
N -0.13038 -0.81841 0.79827
H -2.85229 -1.79179 1.13047
H -3.32291 -0.01715 1.32266
H -1.26275 0.66749 1.91147
H 0.66214 -0.88070 1.41641
H -0.19145 -1.59025 0.15533
```

Charges computed using natural (NBO), reported in e:
1 C -0.431
2 N -0.672
3 H 0.247
4 H 0.250
5 H 0.235
6 H 0.470
7 H 0.446
8 H 0.441
9 C -0.441
10 C -0.059
11 N -0.893
12 H 0.217
13 H 0.216
14 H 0.195
15 H 0.385
16 H 0.394

---

x) C3H11N2 | the ωB97M-V functional and the def2-TZVPD basis

## Properties
- Total charge: +1
- HOMO-LUMO gap: 11.8 eV
- E_HOMO: -14.8 eV

Geometry as XYZ:
```
16
C3H11N2 the ωB97M-V functional and the def2-TZVPD basis
C -2.51450 0.43194 -1.27404
N -2.04735 -0.09537 -0.22594
H -3.51222 0.85909 -1.32468
H -1.95254 0.37410 -2.20135
H -0.24030 0.16200 0.26569
H -2.65643 0.02741 0.58132
C 1.11491 -1.37932 0.09056
N 0.66935 -0.09553 0.70427
C 1.62206 1.04965 0.53457
H 1.45899 -1.15874 -0.91418
H 1.88357 -1.84811 0.69124
H 0.24910 -2.03117 0.03260
H 0.47314 -0.24319 1.69341
H 1.86440 1.08528 -0.52558
H 2.51648 0.90262 1.12642
H 1.07133 1.95935 0.74569
```

Charges computed using natural (NBO), reported in e:
1 C 0.030
2 N -0.694
3 H 0.181
4 H 0.177
5 H 0.469
6 H 0.363
7 C -0.420
8 N -0.520
9 C -0.417
10 H 0.228
11 H 0.235
12 H 0.244
13 H 0.426
14 H 0.226
15 H 0.239
16 H 0.235

---

y) C3H11N2 | the ωB97M-V functional and the def2-TZVPD basis

## Properties
- Total charge: +1
- SMILES: CNCC[NH3+]
- HOMO-LUMO gap: 10.9 eV
- E_HOMO: -14.4 eV

Geometry as XYZ:
```
16
C3H11N2 the ωB97M-V functional and the def2-TZVPD basis
N 1.22493 -0.53022 -1.04289
C 1.42392 0.12938 0.17421
C 0.16370 -0.24380 1.08486
N -0.99318 -0.38722 0.13903
C -1.79846 0.96859 -0.20093
H 0.44743 0.07341 -1.27891
H 0.65957 -1.52299 -0.91725
H 1.99453 -0.40466 -1.75492
H 1.40244 1.20255 -0.03000
H 2.22990 -0.22296 0.75296
H -0.09089 0.49824 1.95465
H 0.29938 -1.25636 1.48947
H -1.59989 -0.90855 0.71912
H -0.85948 1.69304 -0.39120
H -2.38322 0.69842 -1.12846
H -2.45696 1.44690 0.56273
```

Charges computed using natural (NBO), reported in e:
1 N -0.707
2 C -0.265
3 C -0.247
4 N -0.692
5 C -0.435
6 H 0.463
7 H 0.491
8 H 0.462
9 H 0.223
10 H 0.238
11 H 0.233
12 H 0.217
13 H 0.381
14 H 0.172
15 H 0.234
16 H 0.232

---

Which is the most stable structure? x) is the most stable.

---

w) C2H4N4O2 | the ωB97M-V functional and the def2-TZVPD basis

## Properties
- SMILES: [H]/N=c1\oc(=O)[nH]n1N
- HOMO-LUMO gap: 9.9 eV
- E_HOMO: -9.5 eV

Geometry as XYZ:
```
12
C2H4N4O2 the ωB97M-V functional and the def2-TZVPD basis
C 1.93652 -0.18216 -0.08865
C -0.29378 -0.78792 0.04184
H -1.70521 0.37376 -0.94679
H -1.91978 1.39760 0.35745
H 1.43658 1.56183 0.98142
H -1.70954 -2.31367 -0.24398
N -1.26474 1.18688 -0.30616
N -0.19440 0.51691 0.29156
N 1.11244 1.17945 -0.10831
N -1.47880 -1.36787 0.26065
O 3.11636 -0.29628 0.05549
O 0.96435 -1.26853 -0.29453
```

Charges computed using natural (NBO), reported in e:
1 C 0.869
2 C 0.660
3 H 0.363
4 H 0.357
5 H 0.392
6 H 0.384
7 N -0.626
8 N -0.191
9 N -0.436
10 N -0.777
11 O -0.502
12 O -0.494

---

x) C2H4N4O2 | the ωB97M-V functional and the def2-TZVPD basis

## Properties
- SMILES: [H]/N=c1\c(O)non1N
- HOMO-LUMO gap: 9.6 eV
- E_HOMO: -9.3 eV

Geometry as XYZ:
```
12
C2H4N4O2 the ωB97M-V functional and the def2-TZVPD basis
C 0.52776 0.74561 0.99227
C -0.15692 -0.35388 0.29963
H -0.43377 -1.29788 -1.76786
H -1.90849 -0.46704 -2.25669
H 1.73022 1.12848 2.48185
H 0.49002 -2.00693 1.06784
N -0.92946 -0.29923 -1.95421
N -0.95968 0.34727 -0.67956
N 0.60945 1.81578 0.27337
N -0.04766 -1.61112 0.33430
O -0.10663 1.55513 -0.88764
O 1.18516 0.44380 2.09671
```

Charges computed using natural (NBO), reported in e:
1 C 0.383
2 C 0.329
3 H 0.381
4 H 0.370
5 H 0.509
6 H 0.375
7 N -0.655
8 N -0.017
9 N -0.125
10 N -0.667
11 O -0.228
12 O -0.656

---

Which is the most stable structure? w) is the most stable.